Record 1
C46H32BrF5N7O2STi | the ωB97M-V functional and the def2-TZVPD basis

Positions of all 95 atoms, in Å:
Ti -0.209 0.155 -0.110
C -1.648 2.080 3.601
C -2.111 1.038 4.402
C -1.869 -0.246 3.996
C -1.186 -0.492 2.802
N -0.869 0.510 1.953
C -1.060 1.766 2.405
N -0.774 -1.812 2.638
C 0.073 -2.172 1.757
N 0.622 -1.435 0.720
C 1.656 -2.154 0.164
N 2.489 -1.815 -0.753
C 2.431 -0.683 -1.545
C 3.558 -0.465 -2.354
C 3.576 0.562 -3.262
C 2.437 1.354 -3.397
C 1.369 1.091 -2.582
N 1.358 0.131 -1.632
C 1.724 -3.478 0.827
C 2.520 -4.579 0.580
C 2.284 -5.719 1.340
C 1.283 -5.742 2.312
C 0.490 -4.624 2.553
C 0.729 -3.503 1.786
H -1.760 3.116 3.890
H -2.627 1.239 5.332
H -2.154 -1.105 4.587
H -0.726 2.565 1.760
H 4.389 -1.147 -2.235
H 4.449 0.740 -3.878
H 2.384 2.155 -4.120
H 0.460 1.666 -2.685
H 3.278 -4.553 -0.193
H 2.883 -6.606 1.175
H 1.117 -6.647 2.882
H -0.296 -4.627 3.299
Br 1.974 -5.882 -4.380
C 1.073 -4.422 -3.583
C 0.397 -4.603 -2.390
C -0.231 -3.520 -1.795
C -0.192 -2.274 -2.394
C 0.468 -2.108 -3.606
C 1.113 -3.181 -4.201
N -0.867 -1.186 -1.743
C -1.669 -0.539 -2.483
C -2.425 0.583 -1.941
C -3.383 1.230 -2.688
C -4.126 2.246 -2.103
C -3.901 2.531 -0.782
C -2.927 1.818 -0.092
N -2.162 0.893 -0.659
H 0.351 -5.578 -1.924
H -0.772 -3.651 -0.865
H 0.513 -1.129 -4.071
H 1.643 -3.054 -5.135
H -1.850 -0.851 -3.510
H -3.539 0.929 -3.716
H -4.881 2.777 -2.668
H -4.480 3.278 -0.259
H -2.766 2.016 0.951
F -4.559 -5.691 1.718
C -4.591 -4.350 1.660
C -3.545 -3.648 1.107
F -2.478 -4.324 0.630
C -3.583 -2.271 1.051
F -2.527 -1.660 0.474
C -4.627 -1.499 1.565
S -4.644 0.236 1.553
C -5.672 -2.259 2.113
F -6.742 -1.641 2.625
C -5.665 -3.641 2.159
F -6.696 -4.309 2.696
C 4.234 7.136 0.407
C 3.430 5.862 0.408
C 4.039 4.621 0.491
C 3.310 3.438 0.476
C 4.079 2.142 0.581
C 1.909 3.505 0.349
C 1.267 4.756 0.272
C -0.234 4.939 0.215
C 2.044 5.906 0.314
C 1.128 2.240 0.257
O 1.485 1.181 0.830
O 0.058 2.175 -0.447
H 5.281 6.949 0.644
H 3.835 7.848 1.132
H 4.190 7.613 -0.575
H 5.120 4.566 0.573
H 5.150 2.345 0.570
H 3.843 1.466 -0.240
H 3.831 1.612 1.498
H -0.666 4.835 1.216
H -0.720 4.219 -0.435
H -0.468 5.945 -0.132
H 1.550 6.872 0.268

The LUMO energy (alpha / beta) is -0.043 / -0.047 Eh. For the energy above the lowest of the compared OMol25 structures with the same formula, charge and spin, the calculation gives 0.00 kcal per mole. The largest force on an atom comes out at 0.023 Eh/bohr. As for the net charge: 0. As for the multiplicity: 2. The gap between HOMO and LUMO (alpha / beta) comes out at 5.226 / 5.109 eV. Its energy is -6627.078690 a.u. Its expectation value of S² is 0.75.

=====

Record 2
C46H34CuGeNP | the ωB97M-V functional and the def2-TZVPD basis

Positions of all 84 atoms, in Å:
Cu -0.918 0.522 0.371
C 3.607 -5.066 0.453
C 3.545 -4.385 -0.755
C 3.103 -3.070 -0.785
C 2.742 -2.390 0.380
C 2.800 -3.095 1.582
C 3.223 -4.418 1.618
P 2.142 -0.644 0.145
C 3.773 0.218 0.048
C 5.021 -0.391 -0.019
C 6.180 0.369 -0.148
C 6.102 1.751 -0.216
C 4.856 2.369 -0.157
C 3.702 1.614 -0.029
C 1.603 -0.157 1.821
C 2.485 -0.119 2.905
C 2.021 0.172 4.176
C 0.657 0.422 4.347
C -0.197 0.413 3.257
C 0.247 0.158 1.943
H 3.937 -6.098 0.484
H 3.823 -4.881 -1.678
H 3.030 -2.552 -1.736
H 2.491 -2.610 2.499
H 3.249 -4.944 2.566
H 5.101 -1.471 0.042
H 7.144 -0.127 -0.191
H 7.003 2.345 -0.317
H 4.779 3.449 -0.220
H 2.720 2.086 -0.010
H 3.543 -0.316 2.753
H 2.705 0.206 5.017
H 0.269 0.643 5.338
H -1.246 0.645 3.418
C 0.206 2.110 0.029
Ge -0.975 3.077 -1.068
C -2.959 2.779 -1.026
C -3.695 2.313 -2.112
C -5.066 2.092 -2.020
C -5.735 2.344 -0.832
C -5.020 2.820 0.261
C -3.653 3.029 0.159
C -0.587 2.697 -2.987
C -0.379 3.670 -3.962
C -0.075 3.330 -5.277
C 0.025 1.996 -5.644
C -0.172 1.009 -4.685
C -0.467 1.360 -3.375
C -0.930 5.076 -0.927
C -0.014 5.681 -0.067
C 0.012 7.059 0.116
C -0.889 7.866 -0.564
C -1.813 7.285 -1.423
C -1.831 5.906 -1.594
H 0.443 2.671 0.945
H -3.191 2.095 -3.047
H -5.611 1.705 -2.874
H -6.799 2.152 -0.752
H -5.528 3.007 1.201
H -3.103 3.367 1.033
H -0.449 4.720 -3.696
H 0.087 4.109 -6.014
H 0.261 1.725 -6.668
H -0.086 -0.038 -4.955
H -0.591 0.580 -2.629
H 0.690 5.051 0.469
H 0.734 7.500 0.795
H -0.876 8.942 -0.421
H -2.527 7.906 -1.953
H -2.574 5.466 -2.252
N -10.400 -2.157 -0.617
C -9.275 -1.926 -0.513
C -7.873 -1.644 -0.380
C -7.375 -1.085 0.800
C -6.029 -0.818 0.924
C -5.128 -1.090 -0.123
C -5.651 -1.659 -1.300
C -6.997 -1.929 -1.431
C -3.754 -0.783 -0.009
C -2.578 -0.444 0.076
H -8.051 -0.861 1.615
H -5.638 -0.375 1.830
H -4.970 -1.869 -2.113
H -7.378 -2.360 -2.348

The LUMO energy (alpha / beta) is 0.161 / 0.161 Eh. For the energy above the lowest of the compared OMol25 structures with the same formula, charge and spin, the calculation gives 0.00 kcal per mole. The largest force on an atom comes out at 0.008 Eh/bohr. As for the net charge: -2. As for the multiplicity: 2. The gap between HOMO and LUMO (alpha / beta) comes out at 4.904 / 4.922 eV. Its energy is -5886.655932 a.u. Its expectation value of S² is 0.76.